1.
DFT (ωB97M-V with the def2-TZVPD basis set) results for C52H46BrCsI2N5OPSe as an isolated structure.

Last column: Löwdin charge in e.
CARTESIAN COORDINATES (ANGSTROEM)
Cs (0.26, -1.15, -1.29)  0.840
I (4.32, -8.34, 0.74)  0.746
C (3.66, -6.45, 0.11)  -0.765
C (3.95, -6.01, -1.17)  -0.264
C (3.52, -4.76, -1.56)  -0.649
I (3.97, -4.06, -3.48)  0.850
C (2.78, -3.88, -0.72)  -0.507
O (2.39, -2.72, -1.07)  -0.423
C (2.49, -4.40, 0.59)  -0.149
C (1.63, -3.55, 1.50)  -0.171
N (2.10, -2.18, 1.75)  -0.045
C (3.29, -2.09, 2.55)  -0.157
C (3.56, -0.67, 3.03)  -0.229
C (4.75, -0.27, 3.52)  -0.071
C (4.80, 0.90, 4.39)  -0.107
C (3.79, 1.78, 4.46)  -0.035
C (2.67, 1.64, 3.48)  -0.152
N (2.50, 0.22, 3.06)  0.067
C (2.93, -5.65, 0.98)  -0.138
H (4.52, -6.63, -1.85)  0.068
H (1.54, -4.05, 2.47)  0.113
H (0.62, -3.48, 1.10)  0.112
H (2.26, -1.76, 0.84)  0.056
H (4.21, -2.45, 2.05)  0.126
H (3.16, -2.72, 3.43)  0.124
H (5.61, -0.92, 3.43)  0.091
H (5.65, 1.00, 5.06)  0.088
H (3.76, 2.57, 5.19)  0.102
H (2.80, 2.31, 2.62)  0.108
H (2.69, -6.00, 1.98)  0.091
Br (-0.01, 1.68, 1.15)  0.752
C (0.34, 2.39, 2.90)  -0.570
C (0.07, 3.69, 3.15)  -0.193
C (0.23, 4.23, 4.46)  -0.152
C (0.32, 3.32, 5.51)  -0.117
C (0.57, 1.97, 5.26)  -0.188
C (0.01, 0.93, 6.06)  -0.093
C (0.00, -0.39, 5.73)  -0.140
C (0.77, -0.83, 4.58)  -0.052
C (1.29, 0.11, 3.78)  -0.178
C (1.13, 1.60, 3.91)  -0.293
H (-0.34, 4.32, 2.36)  0.084
H (0.02, 5.28, 4.64)  0.062
H (0.05, 3.63, 6.52)  0.093
H (-0.50, 1.25, 6.98)  0.096
H (-0.49, -1.11, 6.36)  0.074
H (1.06, -1.87, 4.48)  0.098
C (-5.07, 2.29, -0.81)  -0.119
C (-5.50, 1.35, -1.74)  -0.100
C (-4.60, 0.78, -2.62)  -0.091
C (-3.26, 1.15, -2.61)  -0.388
C (-2.84, 2.08, -1.66)  -0.109
C (-3.73, 2.65, -0.77)  -0.089
P (-2.01, 0.43, -3.75)  1.026
C (-2.44, 1.28, -5.33)  -0.369
C (-3.42, 2.26, -5.49)  -0.086
C (-3.63, 2.86, -6.72)  -0.105
C (-2.88, 2.49, -7.83)  -0.118
C (-1.90, 1.51, -7.68)  -0.101
C (-1.68, 0.93, -6.45)  -0.121
C (-2.64, -1.27, -3.96)  -0.491
C (-3.25, -1.77, -5.11)  -0.130
C (-3.68, -3.09, -5.12)  -0.139
C (-3.52, -3.85, -3.97)  -0.140
C (-2.92, -3.31, -2.84)  -0.182
C (-2.43, -1.99, -2.76)  -0.268
H (-5.77, 2.72, -0.10)  0.096
H (-6.55, 1.05, -1.76)  0.096
H (-4.93, 0.02, -3.32)  0.112
H (-1.79, 2.35, -1.61)  0.075
H (-3.38, 3.35, -0.02)  0.101
H (-4.02, 2.56, -4.64)  0.093
H (-4.40, 3.62, -6.82)  0.092
H (-3.05, 2.95, -8.79)  0.089
H (-1.30, 1.22, -8.54)  0.095
H (-0.90, 0.18, -6.34)  0.107
H (-3.38, -1.15, -5.99)  0.084
H (-4.15, -3.50, -6.00)  0.080
H (-3.85, -4.89, -3.97)  0.080
H (-2.82, -3.96, -1.97)  0.069
C (5.60, 0.37, -1.15)  -0.035
N (4.57, 1.38, -0.97)  -0.128
C (4.09, 1.78, 0.26)  -0.037
C (3.08, 2.64, 0.03)  -0.086
N (2.93, 2.73, -1.35)  -0.120
C (1.88, 3.44, -2.06)  -0.044
C (3.87, 1.97, -1.96)  -0.763
Se (4.13, 1.74, -3.77)  0.529
H (6.45, 0.59, -0.50)  0.090
H (5.90, 0.39, -2.19)  0.031
H (5.20, -0.61, -0.91)  0.098
H (4.50, 1.40, 1.19)  0.112
H (2.41, 3.14, 0.71)  0.082
H (1.49, 4.23, -1.43)  0.091
H (1.07, 2.75, -2.32)  0.086
H (2.30, 3.84, -2.98)  0.052
C (-4.61, 1.09, 3.38)  -0.049
C (-3.77, 0.16, 2.55)  -0.270
C (-2.52, -0.26, 2.99)  -0.032
C (-1.76, -1.07, 2.16)  -0.187
N (-2.15, -1.46, 0.95)  0.025
C (-3.35, -1.08, 0.53)  -0.141
C (-4.19, -0.28, 1.30)  -0.039
H (-4.35, 1.03, 4.43)  0.074
H (-5.68, 0.87, 3.26)  0.071
H (-4.45, 2.12, 3.05)  0.080
H (-2.11, 0.06, 3.95)  0.101
H (-0.76, -1.37, 2.47)  0.081
H (-3.62, -1.38, -0.47)  0.080
H (-5.16, 0.02, 0.91)  0.097

Computed properties:
M in g mol⁻¹: 1333.53
HOMO energy in eV: -1.35
Total charge: -2
Kohn-Sham gap in eV: 4.64
LUMO level in eV: 3.283
Maximum force in eV/Å: 0.7

=====

2.
DFT (ωB97M-V with the def2-TZVPD basis set) results for C52H46N5O5Sn as an isolated structure.

Last column: Löwdin charge in e.
CARTESIAN COORDINATES (ANGSTROEM)
Sn (-0.65, -0.27, -0.06)  1.320
C (3.66, 2.71, -4.03)  0.028
C (2.22, 2.48, -3.62)  -0.483
C (1.20, 3.02, -4.61)  0.025
O (2.00, 3.00, -2.29)  0.008
C (0.94, 2.25, -1.78)  -0.179
C (1.28, 0.76, -2.24)  -0.205
O (1.93, 1.03, -3.46)  -0.008
C (2.05, -0.31, -1.46)  -0.333
O (1.30, -0.53, -0.23)  -0.261
C (2.06, -1.64, -2.29)  -0.130
C (3.02, -2.64, -1.99)  -0.030
C (2.99, -3.90, -2.55)  -0.065
C (1.95, -4.22, -3.41)  -0.086
C (1.02, -3.26, -3.74)  -0.076
C (1.07, -1.99, -3.18)  -0.042
C (3.46, 0.07, -1.06)  -0.148
C (3.83, 0.21, 0.28)  -0.027
C (5.13, 0.59, 0.60)  -0.076
C (6.06, 0.69, -0.41)  -0.069
C (5.75, 0.36, -1.74)  -0.061
C (4.45, 0.02, -2.05)  -0.055
C (0.38, 2.67, -0.40)  -0.293
O (-0.66, 1.68, -0.11)  -0.298
C (-0.34, 4.00, -0.70)  -0.136
C (-1.54, 3.96, -1.40)  -0.061
C (-2.27, 5.10, -1.64)  -0.069
C (-1.82, 6.33, -1.18)  -0.082
C (-0.64, 6.39, -0.47)  -0.068
C (0.07, 5.23, -0.18)  0.001
C (1.28, 2.82, 0.84)  -0.152
C (2.68, 3.04, 0.74)  -0.010
C (3.44, 3.16, 1.91)  -0.085
C (2.86, 3.00, 3.16)  -0.076
C (1.47, 2.82, 3.26)  -0.069
C (0.71, 2.73, 2.09)  -0.057
H (3.81, 3.74, -4.36)  0.097
H (3.90, 2.09, -4.89)  0.100
H (4.35, 2.46, -3.22)  0.077
H (1.39, 4.09, -4.80)  0.107
H (0.20, 2.85, -4.29)  0.072
H (1.32, 2.49, -5.55)  0.103
H (0.06, 2.48, -2.42)  0.121
H (0.29, 0.33, -2.46)  0.117
H (3.79, -2.40, -1.28)  0.118
H (3.76, -4.65, -2.35)  0.112
H (1.85, -5.26, -3.78)  0.118
H (0.19, -3.47, -4.39)  0.106
H (0.26, -1.34, -3.48)  0.111
H (3.04, 0.18, 1.02)  0.114
H (5.35, 0.84, 1.60)  0.091
H (7.06, 0.97, -0.17)  0.096
H (6.53, 0.41, -2.49)  0.112
H (4.20, -0.20, -3.08)  0.128
H (-1.86, 2.99, -1.81)  0.113
H (-3.18, 5.00, -2.23)  0.108
H (-2.39, 7.24, -1.39)  0.112
H (-0.25, 7.35, -0.18)  0.105
H (1.00, 5.28, 0.41)  0.126
H (3.15, 3.11, -0.22)  0.115
H (4.48, 3.39, 1.81)  0.105
H (3.51, 3.02, 4.04)  0.106
H (0.97, 2.78, 4.22)  0.093
H (-0.37, 2.64, 2.12)  0.120
N (-7.93, -7.36, -0.53)  0.173
C (-7.20, -6.48, -0.42)  -0.174
C (-6.23, -5.42, -0.29)  -0.218
C (-5.80, -4.84, -1.49)  0.001
C (-4.83, -3.84, -1.44)  -0.002
C (-4.26, -3.50, -0.22)  -0.217
C (-4.67, -4.12, 0.96)  -0.008
C (-5.68, -5.06, 0.94)  -0.008
C (-3.16, -2.52, -0.18)  -0.065
C (-3.50, -1.18, -0.23)  -0.238
C (-4.78, -0.64, -0.42)  0.022
C (-4.67, 0.74, -0.50)  -0.026
C (-3.34, 1.04, -0.35)  -0.085
N (-2.62, -0.10, -0.23)  -0.080
C (-1.91, -3.07, -0.15)  -0.245
C (-1.58, -4.45, -0.21)  0.029
C (-0.20, -4.55, -0.11)  -0.006
C (0.28, -3.20, -0.01)  -0.058
N (-0.74, -2.33, -0.04)  -0.055
H (-6.24, -5.19, -2.43)  0.132
H (-4.45, -3.42, -2.36)  0.135
H (-4.17, -3.88, 1.90)  0.132
H (-5.99, -5.56, 1.86)  0.133
H (-5.70, -1.19, -0.45)  0.123
H (-5.50, 1.42, -0.68)  0.117
H (-2.79, 1.97, -0.34)  0.096
H (-2.29, -5.29, -0.29)  0.143
H (0.35, -5.46, -0.24)  0.108
H (1.29, -2.83, 0.04)  0.113
N (-0.63, -0.44, 2.20)  0.204
C (-0.60, -0.46, 3.36)  -0.164
N (-0.60, -0.54, 4.66)  -0.056
C (0.48, -1.23, 5.42)  -0.079
C (0.56, -0.63, 6.82)  -0.182
O (-0.70, -0.77, 7.44)  -0.125
C (-1.72, -0.05, 6.78)  -0.174
C (-1.93, -0.53, 5.34)  -0.081
H (1.43, -1.15, 4.90)  0.136
H (0.20, -2.31, 5.52)  0.146
H (0.85, 0.45, 6.78)  0.139
H (1.25, -1.17, 7.47)  0.137
H (-1.47, 1.02, 6.77)  0.134
H (-2.63, -0.17, 7.38)  0.138
H (-2.62, 0.10, 4.81)  0.135
H (-2.29, -1.53, 5.32)  0.123

Computed properties:
M in g mol⁻¹: 939.68
HOMO energy in eV: -10.84
Total charge: +1
Kohn-Sham gap in eV: 6.77
LUMO level in eV: -4.074
Maximum force in eV/Å: 3.1

=====

3.
DFT (ωB97M-V with the def2-TZVPD basis set) results for C52H47F5Ge2MnN3OS2Sb as an isolated structure.

Last column: Mulliken spin population.
CARTESIAN COORDINATES (ANGSTROEM)
Mn (-4.77, 8.19, 21.31)  4.487
S (-6.49, 9.06, 22.53)  0.483
C (0.52, 0.62, 21.10)  0.000
C (0.00, 1.10, 22.45)  0.000
C (0.77, 2.04, 23.16)  0.000
C (0.25, 2.72, 24.24)  0.000
C (-1.07, 2.46, 24.69)  0.000
N (-1.66, 3.25, 25.68)  0.000
C (-2.20, 4.51, 25.42)  0.001
O (-3.14, 5.02, 26.10)  0.000
N (-1.59, 5.24, 24.47)  0.001
C (-2.03, 6.57, 24.27)  -0.014
C (-1.75, 7.64, 25.09)  0.008
C (-2.42, 8.83, 24.90)  0.002
C (-3.30, 8.97, 23.83)  0.054
N (-3.50, 7.96, 22.96)  -0.068
C (-3.08, 6.72, 23.30)  0.031
C (-1.80, 1.44, 24.03)  0.000
C (-1.27, 0.78, 22.93)  0.000
H (-0.09, -0.25, 20.82)  0.000
H (1.58, 0.36, 21.25)  0.000
H (0.47, 1.39, 20.29)  0.000
H (1.77, 2.23, 22.80)  0.000
H (0.96, 3.29, 24.86)  0.000
H (-2.25, 2.74, 26.36)  0.000
H (-0.95, 4.86, 23.80)  0.000
H (-1.06, 7.52, 25.91)  0.000
H (-2.25, 9.64, 25.62)  0.000
H (-3.86, 9.91, 23.69)  0.008
H (-3.38, 5.83, 22.76)  -0.013
H (-2.76, 1.10, 24.45)  0.000
H (-1.87, -0.02, 22.48)  0.000
C (-7.42, 6.92, 17.55)  0.008
Ge (-5.56, 6.29, 17.33)  -0.016
C (-5.66, 4.48, 16.52)  -0.010
C (-4.55, 7.53, 16.23)  -0.007
Ge (-4.27, 6.17, 19.57)  -0.214
C (-4.83, 4.37, 20.22)  -0.037
C (-6.16, 3.91, 19.95)  -0.030
C (-6.75, 2.83, 20.62)  0.009
C (-5.95, 2.14, 21.56)  -0.021
C (-4.60, 2.46, 21.73)  0.013
C (-4.05, 3.55, 21.07)  -0.012
C (-2.30, 5.93, 19.15)  -0.084
C (-1.35, 6.16, 20.18)  -0.011
C (0.00, 6.09, 19.96)  0.002
C (0.48, 6.00, 18.61)  -0.004
C (-0.42, 5.80, 17.55)  -0.002
C (-1.80, 5.74, 17.84)  -0.009
H (-7.48, 8.01, 17.25)  -0.003
H (-7.75, 6.76, 18.55)  -0.007
H (-8.10, 6.37, 16.91)  0.002
H (-6.71, 4.25, 16.45)  -0.001
H (-5.19, 3.68, 17.09)  0.000
H (-5.26, 4.60, 15.51)  -0.001
H (-5.00, 7.43, 15.21)  -0.001
H (-3.52, 7.27, 16.14)  0.000
H (-4.61, 8.55, 16.47)  0.002
H (-6.78, 4.51, 19.27)  -0.008
H (-7.76, 2.57, 20.38)  0.000
H (-6.38, 1.31, 22.10)  -0.002
H (-4.05, 1.97, 22.51)  0.001
H (-2.99, 3.74, 21.18)  -0.002
H (-1.78, 6.26, 21.17)  0.029
H (0.66, 6.23, 20.78)  0.000
H (1.50, 6.19, 18.43)  0.000
H (-0.17, 5.72, 16.50)  -0.001
H (-2.53, 5.52, 17.02)  0.000
S (-6.92, 7.36, 21.41)  0.470
Sb (-7.59, 5.86, 24.15)  0.041
C (-9.57, 5.56, 23.38)  -0.014
C (-10.70, 5.58, 24.23)  0.001
C (-11.96, 5.17, 23.79)  0.000
C (-12.11, 4.67, 22.52)  0.000
C (-11.00, 4.66, 21.62)  0.000
C (-9.74, 5.09, 22.07)  0.014
C (-8.31, 7.56, 25.36)  0.031
C (-9.39, 8.41, 24.96)  -0.009
C (-9.87, 9.38, 25.78)  -0.002
C (-9.23, 9.67, 26.99)  0.005
C (-8.13, 8.93, 27.39)  -0.001
C (-7.72, 7.83, 26.60)  -0.001
C (-7.65, 4.12, 25.58)  0.032
C (-6.59, 3.94, 26.48)  0.000
C (-6.53, 2.82, 27.34)  0.001
C (-7.43, 1.77, 27.10)  0.001
C (-8.37, 1.88, 26.09)  0.002
C (-8.51, 3.04, 25.32)  -0.003
H (-10.64, 6.03, 25.22)  0.000
H (-12.79, 5.22, 24.49)  0.000
H (-13.02, 4.22, 22.14)  0.000
H (-11.09, 4.42, 20.59)  0.000
H (-8.89, 5.08, 21.39)  -0.006
H (-9.87, 8.20, 23.97)  0.002
H (-10.76, 9.92, 25.47)  0.000
H (-9.67, 10.49, 27.64)  0.000
H (-7.61, 9.11, 28.32)  0.000
H (-6.94, 7.16, 26.98)  0.000
H (-5.82, 4.74, 26.47)  0.001
H (-5.77, 2.93, 28.09)  0.000
H (-7.31, 0.82, 27.60)  0.000
H (-9.06, 1.10, 25.87)  0.000
H (-9.21, 3.02, 24.51)  0.001
F (-5.81, 9.79, 19.07)  0.008
C (-4.48, 9.86, 18.98)  -0.182
C (-3.68, 9.29, 19.97)  0.202
C (-2.31, 9.55, 19.88)  -0.163
F (-1.47, 8.97, 20.76)  -0.015
C (-1.73, 10.34, 18.84)  -0.004
F (-0.43, 10.66, 18.84)  0.001
C (-2.56, 10.80, 17.85)  0.018
F (-2.01, 11.48, 16.82)  0.001
C (-3.95, 10.60, 17.92)  -0.002
F (-4.76, 11.32, 17.14)  0.001

Computed properties:
M in g mol⁻¹: 1211.01
HOMO energy (spin up / spin down) in eV: -7.71 / -7.64
⟨S²⟩: 9.17
Kohn-Sham gap (spin up / spin down) in eV: 6.68 / 5.44
LUMO level (spin up / spin down) in eV: -1.030 / -2.196
Maximum force in eV/Å: 3.3
Multiplicity: 6